Here is a cluster of 3 separate species, C47H70ClIN2O14P2 in total from the OMol25 dataset. Energies are from ωB97M-V/def2-TZVPD.

Geometry as ORCA input:
```
! RIJCOSX wB97M-V def2-TZVPD def2/J DEFGRID3
* xyz 0 1
C -4.906 6.853 -0.463
C -4.075 8.011 0.094
C -3.271 7.676 1.368
I -4.694 7.077 2.873
C -2.254 6.599 1.033
C -1.168 7.001 0.260
C -0.193 6.112 -0.151
Cl 1.116 6.671 -1.128
C -0.301 4.779 0.224
C -1.371 4.386 1.015
C -2.346 5.276 1.432
C -1.469 2.938 1.390
O -1.811 2.583 2.495
C -1.115 2.004 0.270
C -0.029 2.394 -0.520
C 0.345 1.591 -1.587
C 1.492 1.978 -2.481
O 0.897 2.407 -3.724
O 1.889 2.263 -4.741
C -0.371 0.412 -1.862
C 0.051 -0.429 -3.049
C 1.316 -1.283 -2.771
C 0.950 -2.675 -2.237
C 0.896 -2.760 -0.706
C 2.218 -2.440 -0.019
C 2.073 -2.571 1.529
C 2.222 -1.202 2.222
C 2.780 -1.354 3.667
O 1.799 -0.956 4.620
C 2.107 0.323 5.150
C -1.465 0.034 -1.074
C -2.294 -1.200 -1.352
C -3.743 -0.869 -1.757
C -3.923 -0.796 -3.264
N -5.226 -0.539 -3.670
O -3.016 -0.902 -4.061
C -1.836 0.849 0.016
C -3.000 0.496 0.899
C -4.053 1.404 0.981
C -5.112 1.098 1.822
C -5.019 -0.101 2.511
C -3.948 -0.958 2.340
N -2.927 -0.668 1.531
C 0.651 3.689 -0.177
O 1.852 3.838 -0.183
H -5.969 6.954 -0.251
H -4.610 5.888 -0.047
H -4.776 6.761 -1.541
H -4.654 8.924 0.227
H -3.321 8.251 -0.663
H -2.783 8.564 1.757
H -1.094 8.035 -0.051
H -3.152 4.906 2.049
H 2.161 1.151 -2.710
H 2.090 2.801 -2.096
H 2.573 2.899 -4.480
H 0.262 0.227 -3.894
H -0.759 -1.061 -3.395
H 1.830 -1.407 -3.728
H 2.005 -0.756 -2.115
H -0.021 -2.984 -2.632
H 1.667 -3.416 -2.606
H 0.497 -3.722 -0.374
H 0.174 -2.012 -0.355
H 2.519 -1.408 -0.203
H 3.037 -3.058 -0.397
H 2.823 -3.271 1.892
H 1.056 -2.911 1.728
H 1.262 -0.694 2.307
H 2.932 -0.570 1.685
H 3.698 -0.769 3.762
H 3.007 -2.406 3.847
H 2.471 1.003 4.373
H 1.189 0.757 5.544
H 2.860 0.229 5.939
H -1.889 -1.821 -2.143
H -2.306 -1.813 -0.453
H -4.026 0.119 -1.389
H -4.440 -1.580 -1.308
H -5.370 -0.808 -4.634
H -5.907 -0.953 -3.049
H -4.029 2.332 0.423
H -5.962 1.756 1.932
H -5.804 -0.380 3.203
H -3.927 -1.891 2.889
O 0.847 -2.150 9.565
P 1.728 -3.330 9.521
O 3.098 -2.939 8.771
C 4.000 -2.017 9.391
C 4.683 -2.592 10.620
O 1.065 -4.292 8.395
C -0.208 -3.991 7.822
C -0.071 -3.143 6.573
O 2.286 -4.579 10.376
C 1.563 -4.980 11.562
C 0.144 -5.421 11.260
H 3.464 -1.098 9.643
H 4.745 -1.771 8.637
H 3.969 -2.762 11.428
H 5.445 -1.902 10.986
H 5.150 -3.548 10.388
H -0.854 -3.506 8.554
H -0.675 -4.946 7.573
H 0.631 -2.322 6.710
H -1.036 -2.729 6.275
H 0.313 -3.746 5.748
H 1.563 -4.155 12.279
H 2.128 -5.799 12.003
H -0.463 -4.588 10.895
H -0.331 -5.810 12.160
H 0.135 -6.191 10.490
O 2.790 -1.298 -8.445
P 1.643 -0.688 -9.143
O 0.316 -0.887 -8.265
C 0.196 -0.192 -7.013
C 0.027 1.306 -7.178
O 1.325 -1.719 -10.362
C 2.195 -2.810 -10.650
C 1.789 -4.064 -9.899
O 1.168 0.593 -10.000
C 2.178 1.439 -10.592
C 3.043 0.702 -11.595
H 1.069 -0.413 -6.391
H -0.679 -0.609 -6.517
H 0.930 1.764 -7.586
H -0.174 1.769 -6.213
H -0.793 1.530 -7.861
H 3.230 -2.544 -10.435
H 2.131 -2.987 -11.726
H 1.568 -3.850 -8.854
H 2.580 -4.814 -9.944
H 0.885 -4.491 -10.335
H 2.793 1.873 -9.800
H 1.646 2.255 -11.079
H 3.650 -0.066 -11.110
H 3.721 1.397 -12.093
H 2.428 0.206 -12.345
*
```

Max |F| = 0.1068 Eh/bohr
HOMO level = -9.1 eV
Structure (SMILES) = CC[C@@H](I)c1cc(Cl)c2c(c1)C(=O)c1c(c(COO)c(CCCCCCCCOC)c(CCC(N)=O)c1-c1ccccn1)C2=O.CCOP(=O)(OCC)OCC.CCOP(=O)(OCC)OCC
LUMO = -0.64 eV
Orbital gap = 8.50 eV

Atom charges from the Löwdin analysis, given in e for atoms 1 to 5: -0.1316, -0.3196, -0.6500, 0.9071, -0.2637

Here is an isolated molecule of C4H10N2O from the OMol25 dataset. Energies are from ωB97M-V/def2-TZVPD.

Geometry as ORCA input:
```
! RIJCOSX wB97M-V def2-TZVPD def2/J DEFGRID3
* xyz 0 1
C 2.691 -0.549 -0.332
N 1.355 0.584 -0.435
C 0.347 -0.256 -0.146
O 0.696 -1.424 0.046
N -0.985 0.069 -0.073
C -1.830 -0.950 0.527
C -1.467 1.425 -0.040
H 2.975 -0.522 0.720
H 2.678 -1.638 -0.612
H 3.346 -0.044 -1.008
H 1.175 1.604 -0.549
H -1.942 -0.802 1.611
H -1.372 -1.923 0.357
H -2.820 -0.924 0.065
H -1.055 2.001 -0.874
H -2.554 1.409 -0.160
H -1.237 1.941 0.903
*
```

Max |F| = 0.0362 Eh/bohr
HOMO level = -8.9 eV
Structure (SMILES) = CNC(=O)N(C)C
LUMO = 0.90 eV
Orbital gap = 9.79 eV
ΔE to the lowest compared entry with this formula, charge and spin = 2.9574 eV

Atom charges from the Löwdin analysis, given in e for atoms 1 to 5: 0.0304, 0.0979, -0.6208, -0.0395, -0.1599

Here is an isolated molecule of C5H10N2O2S from the OMol25 dataset. Energies are from ωB97M-V/def2-TZVPD.

Geometry as ORCA input:
```
! RIJCOSX wB97M-V def2-TZVPD def2/J DEFGRID3
* xyz 0 1
C 1.049 -1.861 0.742
C 0.485 0.537 0.691
C -0.316 -0.228 -0.309
C 0.619 2.087 0.607
C -0.481 0.236 -1.767
N -0.010 -1.629 -0.280
N -1.737 -0.191 0.271
O -2.029 0.639 1.126
O -2.603 -0.962 -0.110
S 2.106 -0.309 0.717
H 0.662 -1.933 1.728
H 1.467 -2.778 0.512
H 0.200 0.233 1.795
H 0.659 2.347 -0.480
H 1.445 2.426 1.310
H -0.247 2.495 1.153
H -1.096 -0.539 -2.207
H 0.419 0.329 -2.369
H -0.880 1.147 -1.954
H 0.289 -2.046 -1.176
*
```

Max |F| = 0.0747 Eh/bohr
HOMO level = -9.1 eV
Structure (SMILES) = C[C@@H]1SCN[C@@]1(C)[N+](=O)[O-]
LUMO = 0.52 eV
Orbital gap = 9.57 eV
ΔE to the lowest compared entry with this formula, charge and spin = 2.8850 eV

Atom charges from the Löwdin analysis, given in e for atoms 1 to 5: -0.3889, -0.6017, -0.4913, -0.0853, 0.0172

Here is a cluster of 5 separate species, C13H37N3O7 in total from the OMol25 dataset. Energies are from ωB97M-V/def2-TZVPD.

Geometry as ORCA input:
```
! RIJCOSX wB97M-V def2-TZVPD def2/J DEFGRID3
* xyz 0 1
O -34.157 -23.596 10.100
H -34.840 -24.139 10.519
H -33.468 -24.053 9.962
H -34.002 -23.003 10.827
C -34.960 -24.772 12.724
O -33.713 -24.460 12.730
O -35.460 -25.032 13.915
O -35.639 -24.916 11.760
H -34.858 -24.751 14.720
C -35.872 -19.632 11.031
C -35.805 -20.434 12.367
C -34.371 -20.722 12.705
O -33.665 -21.513 11.794
C -32.274 -21.319 11.909
N -36.424 -19.523 13.300
H -36.876 -19.383 10.876
H -35.780 -20.165 9.956
H -35.338 -18.667 11.017
H -36.430 -21.342 12.467
H -34.339 -21.206 13.691
H -34.030 -19.838 12.736
H -31.788 -22.101 11.424
H -31.964 -21.606 12.837
H -31.783 -20.176 11.755
H -36.306 -20.022 14.248
H -37.394 -19.349 13.243
C -38.222 -25.507 7.862
C -38.571 -25.596 9.459
C -39.909 -26.122 9.723
O -40.884 -25.411 8.926
C -42.172 -25.828 9.170
N -37.612 -26.538 10.146
H -38.036 -26.441 7.249
H -37.336 -25.190 7.714
H -38.801 -24.716 7.453
H -38.545 -24.691 10.101
H -40.301 -26.127 10.712
H -39.897 -27.121 9.388
H -42.275 -26.933 8.886
H -42.716 -25.203 8.473
H -42.647 -25.631 9.993
H -38.243 -27.067 10.798
H -36.906 -25.878 10.566
C -32.075 -24.192 7.355
C -30.986 -23.870 8.380
C -30.601 -22.440 8.480
O -30.074 -22.023 7.144
C -29.524 -20.713 7.296
N -31.585 -24.337 9.666
H -32.793 -24.847 7.656
H -31.758 -24.623 6.543
H -32.627 -23.320 7.062
H -30.038 -24.386 8.150
H -29.942 -22.110 9.183
H -31.511 -21.780 8.679
H -29.312 -20.143 6.320
H -28.575 -20.494 7.777
H -30.034 -19.844 7.702
H -31.006 -24.113 10.367
H -31.497 -25.344 9.615
*
```

Max |F| = 0.2209 Eh/bohr
HOMO level = -8.5 eV
LUMO = 0.50 eV
Orbital gap = 9.05 eV
ΔE to the lowest compared entry with this formula, charge and spin = 7.1138 eV

Atom charges from the Löwdin analysis, given in e for atoms 1 to 5: 0.3282, 0.0930, -0.0355, 0.0883, -0.8697

Which of these has the lowest orbital gap?
C47H70ClIN2O14P2